49
Properties=species:S:1:pos:R:3 method="wB97M-V/def2-TZVPD" molar_mass_g_mol=427.3 homo_lumo_gap_ev=9.093 max_force_ev_per_a=6.496 lumo_ev=-1.1 relative_energy_kj_mol=717.6 smiles="C[N+](=O)[O-].C[N+](=O)[O-].C[N+](=O)[O-].C[N+](=O)[O-].C[N+](=O)[O-].C[N+](=O)[O-].C[N+](=O)[O-]" homo_energy_ev=-10.16
C -11.4166 -24.7756 18.3553
N -12.4764 -24.2200 17.4278
O -13.5879 -23.9446 17.9553
O -12.1968 -24.1386 16.2344
H -11.4736 -24.2279 19.2959
H -10.4200 -24.6720 17.9260
H -11.5363 -25.8520 18.4780
C -16.7944 -22.3110 21.9408
N -16.0860 -22.1747 20.5981
O -15.6777 -23.1604 20.0174
O -15.9962 -21.0347 20.0774
H -17.2490 -21.4000 22.3301
H -16.0541 -22.5728 22.6968
H -17.4581 -23.1731 21.8743
C -14.5857 -22.0852 17.9847
N -14.7052 -20.7954 17.3093
O -15.6994 -20.5070 16.6437
O -13.7754 -19.9951 17.3285
H -13.6022 -22.4875 17.7417
H -15.3969 -22.7629 17.7187
H -14.6746 -21.8225 19.0389
C -14.3266 -21.2059 14.7454
N -13.3432 -20.3812 14.0399
O -13.6107 -19.8142 13.0030
O -12.2985 -20.0889 14.6679
H -13.8340 -21.6777 15.5956
H -14.9422 -21.8869 14.1578
H -14.9863 -20.4216 15.1166
C -16.7820 -18.7189 16.1072
N -17.5980 -17.9123 17.0425
O -18.1313 -18.5659 17.9210
O -17.6620 -16.6938 16.9066
H -15.7551 -18.5189 16.4131
H -16.7938 -18.2529 15.1219
H -17.0642 -19.7664 16.0008
C -10.7928 -22.2434 20.2936
N -11.7892 -21.9347 19.1579
O -12.9555 -21.7360 19.4769
O -11.3963 -22.2188 18.0178
H -10.6552 -23.3203 20.1957
H -11.1907 -21.9875 21.2756
H -9.8965 -21.7244 19.9538
C -17.9283 -21.8280 17.8128
N -18.5815 -22.0989 19.1589
O -18.7672 -23.2704 19.5376
O -18.6384 -21.0450 19.7747
H -18.8021 -21.6362 17.1901
H -17.3022 -22.6558 17.4798
H -17.2531 -20.9908 17.9894